No. 1
C25H38As2CuN2O9Si2 | ωB97M-V with the def2-TZVPD basis set

Values from the calculation:
ΔE to the lowest compared entry with this formula, charge and spin	1.681	eV
frontier orbital gap (spin up / spin down)	6.03 / 6.86	eV
multiplicity	2
HOMO level (spin up / spin down)	-6.61 / -7.45	eV
maximum force	0.03422	Eh/bohr
⟨S²⟩	0.757

XYZ file:
```
79
Properties=species:S:1:pos:R:3:forces:R:3:lowdin_charge:R:1
Cu -0.198278 1.697910 -0.283762 -0.299 0.050 -0.113 0.18
C 3.112680 2.130090 -2.014361 -0.167 -0.929 0.344 -0.17
Si 2.341684 2.111572 -0.268989 -0.654 1.547 0.527 0.69
C 2.767711 1.565004 1.506518 -0.002 -0.430 -0.420 -0.17
C 2.572933 4.006006 -0.021314 -0.023 -0.324 -0.081 -0.35
C 3.850657 4.560611 0.076188 0.110 0.022 0.038 -0.10
C 4.028492 5.931732 0.184247 0.044 -0.087 0.005 -0.09
C 2.923502 6.774714 0.194174 -0.073 0.037 0.007 -0.09
C 1.650788 6.233986 0.106868 -0.028 0.132 0.029 -0.10
C 1.472004 4.854524 0.000457 -0.336 -0.168 -0.035 -0.32
Si -0.209871 4.025958 -0.113041 0.373 0.911 0.050 0.60
C -1.179693 4.531400 1.444276 0.038 -0.671 -0.154 -0.19
C -1.142284 4.795134 -1.578970 0.041 -0.649 0.028 -0.19
H 4.173684 2.377674 -1.924487 -0.019 0.011 0.126 0.04
H 2.642599 2.925161 -2.595544 -0.091 -0.005 0.173 0.04
H 3.034968 1.183157 -2.540548 0.044 -0.056 -0.068 0.01
H 3.830525 1.323892 1.593291 0.006 -0.003 -0.040 0.04
H 2.201994 0.676863 1.794424 0.067 0.056 0.046 0.02
H 2.543088 2.374938 2.200168 -0.054 0.109 -0.153 0.04
H 4.723186 3.911958 0.067977 0.026 0.060 -0.007 0.10
H 5.026802 6.346427 0.256531 -0.007 -0.002 0.003 0.10
H 3.057848 7.846719 0.270383 -0.002 -0.008 0.004 0.10
H 0.787903 6.893994 0.120549 0.037 0.022 -0.001 0.10
H -1.242140 5.620112 1.498682 0.073 0.030 -0.127 0.03
H -0.683075 4.175798 2.348650 -0.015 0.016 0.006 0.03
H -2.195839 4.130001 1.434561 0.005 0.032 0.026 0.02
H -1.233648 5.873721 -1.437265 0.071 0.012 0.120 0.03
H -2.145730 4.373961 -1.671702 0.007 0.025 -0.008 0.02
H -0.613390 4.620070 -2.517351 -0.004 0.025 -0.003 0.03
N -4.380317 1.442107 0.503224 -0.019 0.006 -0.033 0.18
C -3.027867 1.330544 0.579444 -0.211 0.070 0.129 -0.64
N -2.517275 0.928405 1.764562 -0.102 0.189 -0.322 0.20
O -2.328646 1.653697 -0.394636 0.278 0.358 0.096 -0.11
H -4.980318 1.027401 1.191708 0.003 -0.017 0.005 0.10
H -4.778061 1.686596 -0.384730 0.036 0.037 -0.025 0.11
H -3.137948 0.509390 2.435562 0.036 -0.060 0.047 0.11
H -1.610475 0.484099 1.728938 0.124 -0.182 0.163 0.04
C 4.748113 -1.803840 0.496156 0.003 0.066 -0.090 -0.05
O 3.401004 -2.066952 0.877923 -0.018 -0.044 0.134 -0.08
C 2.464801 -1.283944 0.305622 0.688 0.545 -0.671 -0.60
O 2.814184 -0.356490 -0.459081 -0.028 -0.095 -0.069 -0.11
C 1.137207 -1.528994 0.663270 -0.658 -0.422 0.292 -0.38
C 0.715633 -2.607066 1.489904 0.051 -0.074 -0.086 -0.34
As 1.056639 -4.232610 0.477342 0.102 0.221 0.271 1.34
C 0.350095 -5.762557 1.507109 -0.022 -0.071 -0.140 -0.30
C -0.572035 -3.780211 -0.567685 -0.087 0.182 -0.040 -0.25
C -1.040904 -2.568210 -0.885241 -0.337 0.121 0.070 -0.23
As -0.262096 -0.790888 -0.454338 1.452 -0.567 -0.071 1.33
C 0.599190 -0.790348 -2.233799 -0.029 -0.069 -0.224 -0.23
C -2.135952 -2.396849 -1.874651 -0.345 0.129 -0.201 -0.53
O -2.394369 -3.103412 -2.813113 0.075 -0.160 0.092 0.13
O -2.795273 -1.234047 -1.639683 0.064 -0.066 0.148 -0.11
C -3.833242 -0.892287 -2.555941 -0.007 -0.075 -0.130 -0.04
C -1.151545 -5.036263 -1.111332 0.135 -0.427 -0.107 -0.57
O -0.452501 -5.881178 -1.618138 -0.159 0.096 -0.086 0.09
O -2.453078 -5.197386 -0.861738 -0.142 0.245 0.076 -0.04
C -3.049199 -6.374865 -1.413759 0.063 -0.123 -0.079 -0.03
C -0.507356 -2.422975 2.214371 -0.165 0.137 0.243 -0.56
O -1.081198 -1.344929 2.381664 0.029 0.008 -0.079 -0.01
O -1.015609 -3.553061 2.758091 0.093 -0.110 -0.027 -0.09
C -2.269345 -3.440774 3.416255 -0.082 0.111 0.056 -0.05
H 5.362388 -2.479636 1.083960 -0.023 -0.010 0.020 0.09
H 5.018274 -0.767764 0.701836 -0.005 -0.032 0.027 0.08
H 4.893966 -1.993591 -0.568135 -0.014 -0.006 0.029 0.10
H 0.767616 -5.721106 2.511860 -0.006 0.087 -0.011 0.03
H 0.696695 -6.671776 1.017618 0.010 0.028 -0.031 0.02
H -0.734484 -5.775809 1.573442 -0.004 0.062 0.033 0.02
H 1.355545 -1.572182 -2.287766 -0.025 0.030 0.068 0.05
H 1.051675 0.167793 -2.477868 0.002 0.006 0.095 0.00
H -0.170686 -1.006913 -2.977660 -0.051 0.057 0.025 0.04
H -3.951764 0.186643 -2.496846 0.027 -0.006 0.045 0.08
H -4.759074 -1.396157 -2.275588 0.019 0.005 0.001 0.10
H -3.562508 -1.191606 -3.566557 -0.005 0.031 0.002 0.09
H -4.117691 -6.186494 -1.460255 0.010 0.044 0.063 0.09
H -2.843533 -7.235352 -0.776961 0.021 0.020 -0.006 0.10
H -2.655458 -6.565779 -2.409332 -0.011 0.011 -0.001 0.10
H -2.341266 -4.284465 4.098335 0.027 -0.026 -0.045 0.09
H -3.082746 -3.486310 2.688116 0.026 0.016 -0.001 0.09
H -2.338281 -2.504703 3.967924 0.012 -0.041 0.020 0.08
```
Forces are in eV/Å.

---

No. 2
C25H38BiCl2N4OSeSi3 | ωB97M-V with the def2-TZVPD basis set

Values from the calculation:
net charge	-1
ΔE to the lowest compared entry with this formula, charge and spin	0.000	eV
frontier orbital gap	6.34	eV
HOMO level	-3.80	eV
maximum force	0.02378	Eh/bohr

XYZ file:
```
75
Properties=species:S:1:pos:R:3:forces:R:3:lowdin_charge:R:1
Bi -0.084881 -0.036131 -0.619643 1.035 -0.148 0.018 1.52
C -0.168736 -0.905692 3.916747 0.026 -0.025 -0.084 -0.15
O -0.945392 -0.741991 2.774018 0.294 0.339 -0.254 -0.31
Si -1.986559 -1.629002 1.896446 -0.406 -0.766 0.862 0.22
C -1.485153 -3.441554 1.843323 -0.084 0.224 -0.207 -0.18
C -3.551971 -1.708497 2.981032 -0.213 0.089 -0.343 -0.15
C -2.157343 -0.797530 0.286479 0.099 -0.088 -0.144 -0.66
Si -3.012353 0.827296 0.525323 -0.367 0.735 0.054 0.33
C -2.850035 2.030744 -0.944288 0.101 -0.597 -0.205 -0.20
C -4.879415 0.725466 0.791298 -0.118 -0.078 -0.380 -0.17
C -2.287355 1.753309 1.990467 -0.479 -0.344 -0.037 -0.17
Si -2.945457 -1.826135 -1.030496 -0.024 -0.514 -0.775 0.34
C -4.435123 -2.838053 -0.472550 -0.139 -0.176 0.074 -0.18
C -3.510963 -0.773412 -2.496505 -0.371 -0.286 0.151 -0.18
C -1.823527 -3.120110 -1.833955 -0.022 -0.016 0.404 -0.19
H 0.213736 -1.925760 4.005806 -0.042 -0.049 0.118 0.06
H -0.762978 -0.638865 4.795825 0.127 -0.076 0.175 0.08
H 0.691751 -0.239167 3.835640 0.012 0.033 0.071 0.08
H -0.988159 -3.655269 2.788132 0.020 -0.172 0.155 0.02
H -0.795046 -3.686938 1.043953 0.112 -0.044 -0.109 -0.02
H -2.365334 -4.082841 1.749803 0.036 -0.006 0.069 0.03
H -3.306537 -2.316086 3.850221 0.152 -0.027 0.245 0.03
H -4.385241 -2.224697 2.498086 -0.020 0.027 -0.147 0.02
H -3.928606 -0.743367 3.335822 0.164 -0.070 -0.041 0.02
H -3.740170 2.002703 -1.578122 0.095 -0.013 0.009 0.02
H -1.982738 1.819956 -1.576772 -0.168 0.077 -0.124 -0.04
H -2.727913 3.038781 -0.583050 -0.001 0.469 0.265 0.02
H -5.419469 0.303062 -0.070553 0.221 0.117 0.140 0.03
H -5.227653 1.755780 0.915672 -0.058 -0.012 0.033 0.03
H -5.178330 0.154323 1.662468 0.004 -0.080 0.217 0.01
H -1.212637 1.816151 1.933823 0.520 0.050 -0.035 0.02
H -2.528145 1.257188 2.927074 0.020 -0.061 0.123 0.02
H -2.709025 2.748400 2.022715 -0.129 0.430 -0.032 0.03
H -5.245165 -2.273859 -0.009870 0.043 0.084 0.109 0.02
H -4.143180 -3.653075 0.201935 -0.010 0.208 0.005 0.02
H -4.852792 -3.324764 -1.359943 0.027 0.049 -0.051 0.03
H -4.319184 -0.093316 -2.228433 0.001 0.126 -0.013 0.01
H -3.913740 -1.448288 -3.259040 0.054 -0.045 0.021 0.03
H -2.710836 -0.206920 -2.963067 0.201 0.161 0.003 0.01
H -1.183787 -3.651977 -1.126364 -0.089 -0.001 0.008 0.01
H -1.148209 -2.675556 -2.554617 0.086 0.105 -0.247 0.00
H -2.433935 -3.864625 -2.352581 -0.072 0.057 -0.017 0.03
C 3.461330 0.058186 -3.069329 0.438 -0.055 0.012 -0.04
N 2.884552 1.352144 -2.743507 -0.177 -0.368 -0.362 -0.06
C 1.652152 1.780969 -3.132202 0.191 -0.068 0.224 -0.82
Se 0.376224 0.923406 -4.155140 0.314 0.247 0.136 0.50
N 1.526452 3.023815 -2.602287 -0.348 0.389 -0.055 0.11
C 2.681990 3.431951 -1.956122 0.100 0.415 0.000 -0.19
C 3.073203 4.630579 -1.356010 -0.751 -0.370 -0.186 -0.04
C 4.349453 4.709686 -0.845439 0.002 0.489 -0.039 -0.14
C 5.232203 3.651516 -0.984398 0.383 -0.811 -0.137 -0.12
C 4.855674 2.456945 -1.589367 -0.095 -0.103 -0.014 -0.02
C 3.549589 2.361952 -2.062180 0.588 -0.063 0.122 -0.18
H 2.710347 -0.565558 -3.536482 -0.183 0.011 0.016 0.03
H 3.805177 -0.443117 -2.157719 -0.088 0.154 -0.127 0.09
H 4.301060 0.180412 -3.768517 -0.158 0.063 0.201 0.10
H 0.700628 3.575970 -2.748461 -0.079 -0.055 -0.025 0.15
H 2.367744 5.442209 -1.255364 -0.003 0.109 0.004 0.11
H 4.656173 5.616718 -0.329567 0.003 -0.172 -0.121 0.11
H 6.238135 3.715233 -0.591378 -0.012 0.121 0.054 0.10
H 5.537939 1.615075 -1.672917 -0.078 0.174 0.056 0.12
Cl 3.221821 2.618093 1.444491 0.036 -0.107 0.048 0.69
C 3.592166 0.914429 1.312452 -0.208 -0.318 0.325 -0.59
C 4.904005 0.501715 1.513530 -0.907 0.409 -0.322 -0.16
C 5.220255 -0.844748 1.516000 0.458 -0.101 0.026 -0.15
C 4.187440 -1.754918 1.406612 -0.424 -0.016 0.011 -0.16
C 2.879568 -1.334286 1.248719 -0.125 -0.018 0.247 -0.59
Cl 1.629543 -2.541773 1.426531 0.059 -0.047 -0.015 0.71
C 2.461348 0.029999 1.109944 0.998 -0.082 -0.209 -0.56
N 1.252522 0.500111 0.861020 -0.650 0.093 -0.167 -0.29
H 5.642055 1.272563 1.631116 0.332 0.147 0.118 0.08
H 6.243413 -1.181496 1.649129 -0.107 0.056 -0.032 0.09
H 4.369309 -2.813408 1.488770 0.057 -0.185 -0.012 0.09
N 1.805527 -2.664181 -2.028341 -0.160 0.126 0.002 -0.01
C 1.058587 -1.929869 -1.535843 -0.042 0.250 0.136 -0.49
```
Forces are in eV/Å.